This record from the OMol25 dataset describes a cluster of 2 separate species, C4H12 in total in a non-equilibrium geometry. The level of theory is wB97M-V/def2-TZVPD.

Summary:
SMILES string ... CC.CC
LUMO level ... 0.042 hartree
E ... -159.5745 a.u.
Kohn-Sham gap ... 0.4634 Eh
Relative energy (zero: lowest compared OMol25 entry of this formula, charge and spin) ... 27.4 kJ/mol

Structure (ORCA input):
```
! RIJCOSX wB97M-V def2-TZVPD def2/J DEFGRID3
* xyz 0 1
C 0.64374 -0.08818 2.13316
C -0.22139 1.13140 1.78990
H 0.35225 -1.02605 1.65880
H 1.67728 0.11612 1.83424
H 0.73218 -0.31552 3.19175
H 0.21998 1.88985 1.13899
H -0.33755 1.65298 2.74180
H -1.14323 0.88949 1.26559
C -0.10448 0.21821 -1.89046
C -0.36224 -1.29435 -2.02188
H -0.92489 0.74986 -2.36566
H -0.00421 0.55345 -0.86089
H 0.83376 0.50048 -2.37054
H -1.35353 -1.51413 -1.64968
H 0.37891 -1.90049 -1.51587
H -0.38658 -1.56314 -3.07925
*
```